<1>
13
Properties=species:S:1:pos:R:3 method="wB97M-V/def2-TZVPD" multiplicity=1 total_charge=-1 e_lumo_ev=3.9 smiles="O=C([O-])[C@H]1CC(=O)N1O"
O 2.6668 -0.6905 0.2070
C -1.6025 -0.0123 0.2099
C 1.7643 0.1588 0.1289
O 1.8496 1.3856 0.3450
H -0.5321 -1.5045 1.4274
C -0.7133 -1.2467 0.3123
H 0.6523 -0.8157 -1.3409
H -1.0638 -2.2361 -0.3001
N -0.5943 0.7230 -0.2849
O -0.4594 2.0542 -0.6001
C 0.3575 -0.3879 -0.3583
H 0.4224 2.2943 -0.3579
O -2.7476 0.2777 0.6116

<2>
13
Properties=species:S:1:pos:R:3 method="wB97M-V/def2-TZVPD" multiplicity=1 total_charge=-1 e_lumo_ev=3.5
O -2.9625 1.5848 2.0214
C -0.0611 -1.3437 -1.3972
C 0.1683 -0.5366 -0.1833
H 0.7470 -1.3654 -2.1586
O 2.5398 0.1987 -0.4413
O 0.4381 -1.9232 -0.2157
C 1.2990 0.4507 -0.3808
H -1.0078 -1.7028 -1.7208
H 1.6830 2.3117 0.0093
C -1.9233 0.9109 2.0381
O 0.8593 1.7478 -0.2329
N -1.2243 -0.0397 1.9643
H -0.5556 -0.2930 0.6976

Computed stability ranking, most favorable first: <1>, <2>